(1)
Here is one molecule with the formula C5H11NO in a non-equilibrium geometry from the Open Molecules 2025 dataset. Energies are from wB97M-V/def2-TZVPD.

```
18
Properties=species:S:1:pos:R:3:nbo_charge:R:1
C -2.12330 1.53590 -1.80612 -0.605
C -1.95622 0.85224 -0.44372 -0.389
C -0.48019 0.81449 -0.01880 -0.406
C -0.06955 -0.38860 0.81280 -0.504
C 1.34645 -0.86540 0.52300 0.685
N 2.00686 -1.45404 1.57850 -0.831
O 1.86516 -0.75221 -0.56847 -0.610
H -1.68084 0.91051 -2.59269 0.205
H -1.77762 2.56626 -1.88781 0.206
H -3.19405 1.51237 -2.07971 0.204
H -2.62365 1.30534 0.28672 0.198
H -2.23126 -0.18144 -0.61874 0.190
H 0.10105 0.76729 -0.94183 0.231
H -0.21460 1.75612 0.47216 0.204
H -0.16055 -0.19481 1.88323 0.210
H -0.72277 -1.24486 0.61795 0.224
H 2.87100 -1.89089 1.29992 0.399
H 1.43343 -1.89789 2.28075 0.388
```

Computed properties:
**E_HOMO**: -9.844 eV
**Relative energy (zero: lowest compared OMol25 entry of this formula, charge and spin)**: 0.1698 eV
**Molar mass**: 101.15 Da



(2)
Here is C5H11NO as an isolated structure in a non-equilibrium geometry from the Open Molecules 2025 dataset. Energies are from wB97M-V/def2-TZVPD.

```
18
Properties=species:S:1:pos:R:3:nbo_charge:R:1
C 2.80568 0.10568 0.02203 -0.417
N 1.40758 -0.13765 -0.25092 -0.622
C 0.45512 0.75109 0.16859 0.625
O 0.72385 1.68095 0.92431 -0.634
C -0.93644 0.50648 -0.31681 -0.280
C -1.25759 -1.45079 -0.52042 -0.650
C -1.99472 0.95795 0.65536 -0.645
H 3.27199 0.74231 -0.74047 0.187
H 3.34028 -0.84705 0.07634 0.196
H 2.87393 0.61640 0.98427 0.236
H 1.17433 -0.69014 -1.06082 0.382
H -1.15939 -0.12591 -1.21164 0.288
H -0.72726 -1.74142 0.36396 0.231
H -0.88005 -2.01429 -1.40268 0.215
H -2.34009 -1.60210 -0.46297 0.222
H -2.99629 0.91664 0.22528 0.211
H -1.96073 0.34404 1.56832 0.200
H -1.80020 1.98779 0.97828 0.256
```

Computed properties:
**E_HOMO**: -8.590 eV
**Relative energy (zero: lowest compared OMol25 entry of this formula, charge and spin)**: 3.4504 eV
**Molar mass**: 101.15 Da